# 1
{
  "formula": "C2H12O4",
  "method": "ωB97M-V/def2-TZVPD",
  "smiles": "CCO.O.O.O",
  "molar_mass_g_mol": 100.1,
  "homo_ev": -10.1,
  "lumo_ev": 0.2,
  "orbital_gap_ha": 0.3770,
  "elements": ["C", "C", "O", "H", "H", "H", "H", "H", "H", "O", "H", "H", "O", "H", "H", "O", "H", "H"],
  "positions_angstrom": [[-2.6701, 0.3977, -0.5362], [-1.1849, 0.5093, -0.2729], [-0.4503, -0.7180, -0.2132], [-3.2792, 0.2025, -1.5086], [-3.1388, 1.2803, -0.1381], [-3.0149, -0.4378, 0.1473], [-0.6162, 1.0552, -1.1198], [-0.9870, 0.9816, 0.6845], [-0.0617, -0.8725, 0.6659], [1.4455, -0.9980, -2.1103], [0.4932, -1.0083, -1.6459], [1.8474, -1.5499, -1.4393], [1.5992, 1.3162, 0.4474], [2.3882, 1.6280, 0.9490], [1.9609, 0.7707, -0.2741], [0.5544, -0.4308, 2.3373], [1.1245, -1.0056, 2.9867], [1.2232, 0.1582, 1.8577]]
}

# 2
{
  "formula": "C2H12O5",
  "method": "ωB97M-V/def2-TZVPD",
  "molar_mass_g_mol": 116.1,
  "homo_ev": [-13.2, -13.2],
  "multiplicity": 2,
  "charge": 1,
  "lumo_ev": [-7.1, -10.5],
  "orbital_gap_ha": [0.2219, 0.0996],
  "elements": ["O", "C", "C", "H", "H", "H", "H", "H", "H", "O", "H", "H", "O", "H", "H", "O", "H", "H", "O"],
  "positions_angstrom": [[1.3492, -0.4696, -0.9158], [2.2861, 0.2585, -1.1232], [3.6831, 0.2825, -0.4187], [2.0615, 1.2738, -1.2632], [3.6510, 1.2611, 0.1562], [4.5955, 0.0830, -1.1187], [3.5746, -0.4905, 0.4210], [-1.8956, 0.0190, 7.4003], [-0.4371, 0.4753, 7.5157], [-1.0160, -0.2698, 7.3868], [0.5700, 1.8631, -4.1967], [0.7401, 0.6008, -3.1165], [1.1127, 1.1726, -3.8489], [-0.8572, -0.1167, -1.8030], [-1.1539, 1.3040, -1.9720], [-1.5542, 0.5246, -1.6336], [-5.3098, -2.7064, -1.1903], [-5.4853, -2.6415, 0.2894], [-5.9144, -2.4235, -0.5690]]
}